15
Properties=species:S:1:pos:R:3:forces:R:3 method="wB97M-V/def2-TZVPD" molar_mass_g_mol=266.0 e_above_lowest_kcal_mol=0.0 total_energy_ha=-551.79099 total_charge=0 homo_energy_ev=-7.88
O -1.035 -1.373 -1.220 -0.467 -0.034 0.776
C -0.636 -0.448 -1.970 0.923 -0.882 -0.546
O -0.329 -0.501 -3.154 -0.271 0.567 0.566
Cs -0.524 -3.634 0.591 -0.059 0.600 -0.499
O 1.866 -1.880 0.653 0.572 0.835 -0.283
O -0.343 0.805 -1.332 -0.209 0.212 0.144
C -0.952 1.139 -0.101 -0.094 -0.194 -0.421
C 0.027 1.056 1.053 0.205 0.186 -0.201
O 0.468 -0.306 1.185 0.149 0.275 0.034
C 1.672 -0.686 0.758 -0.662 -1.128 1.119
H -1.285 2.183 -0.184 -0.047 -0.143 0.100
H -1.816 0.495 0.112 0.191 0.079 -0.118
H -0.461 1.351 1.990 0.145 -0.180 -0.126
H 0.892 1.709 0.882 -0.100 -0.121 -0.013
H 2.455 0.091 0.737 -0.277 -0.072 -0.533